Entry from the Open Molecules 2025 dataset: a molecular structure, C31H33GaN4O5 (ωB97M-V with the def2-TZVPD basis set).

```
74
Properties=species:S:1:pos:R:3
Ga 0.165 -0.046 -0.057
C -3.717 -5.365 -1.295
C -2.615 -4.403 -0.988
C -2.032 -4.386 0.280
C -1.030 -3.484 0.626
C -0.566 -3.483 2.062
N -1.580 -3.233 2.963
C -2.861 -2.616 2.714
C -3.074 -1.224 3.332
C -2.412 -0.106 2.528
N -2.976 1.172 2.878
C -2.419 2.348 2.894
C -1.132 2.784 2.466
C -0.595 3.875 3.186
C 0.665 4.383 2.943
C 1.272 5.439 3.802
C 1.367 3.860 1.860
C 0.873 2.816 1.077
C 1.679 2.377 -0.031
N 1.512 1.265 -0.646
C 2.238 0.907 -1.837
C 1.352 1.011 -3.102
C -0.160 0.828 -2.872
N -0.437 -0.293 -2.011
C -0.980 -1.379 -2.439
C -1.239 -2.503 -1.590
C -2.215 -3.454 -1.914
C -0.572 -2.589 -0.342
O 0.478 -1.823 -0.084
C -0.401 2.234 1.366
O -0.960 1.345 0.591
H -3.629 -6.268 -0.698
H -3.716 -5.636 -2.346
H -4.680 -4.905 -1.067
H -2.382 -5.082 1.026
H -0.056 -4.429 2.282
H -1.405 -3.487 3.921
H -3.627 -3.279 3.127
H -3.020 -2.557 1.636
H -2.714 -1.223 4.360
H -4.152 -1.057 3.350
H -2.570 -0.292 1.454
H -1.338 -0.075 2.708
H -3.941 1.119 3.198
H -3.023 3.123 3.357
H -1.176 4.290 3.996
H 0.528 5.920 4.429
H 1.775 6.191 3.201
H 2.021 4.986 4.448
H 2.335 4.273 1.616
H 2.477 3.045 -0.354
H 2.551 -0.136 -1.712
H 3.125 1.538 -1.956
H 1.702 0.256 -3.805
H 1.485 1.988 -3.568
H -0.649 0.716 -3.845
H -0.560 1.719 -2.378
H -1.309 -1.447 -3.478
H -2.681 -3.414 -2.887
O 2.490 1.127 3.072
C 2.738 0.044 3.831
C 3.645 0.189 4.879
C 3.949 -0.875 5.700
C 3.363 -2.121 5.482
C 2.467 -2.282 4.456
C 2.116 -1.207 3.614
C 1.090 -1.403 2.593
O 0.708 -2.621 2.445
O 0.630 -0.381 1.976
H 1.811 0.883 2.419
H 4.090 1.159 5.029
H 4.647 -0.738 6.510
H 3.606 -2.952 6.125
H 2.007 -3.241 4.275
```

M: 611.35 g/mol
HOMO: -13.375 eV
total charge: +2
frontier orbital gap: 7.00 eV
electronic energy: -3720.7057 Eh